This record from the Open Molecules 2025 dataset describes a structure of composition C34H33N3Pt. The level of theory is the ωB97M-V functional and the def2-TZVPD basis.

```
71
Properties=species:S:1:pos:R:3:forces:R:3
Pt -1.078292 -1.665707 0.560917 0.04 -0.06 -0.02
C 3.847986 2.857802 -2.362054 0.00 0.00 0.00
C 4.272249 1.508508 -1.854227 -0.02 -0.01 -0.01
C 5.443683 0.907373 -2.295759 0.01 0.00 0.00
C 5.830768 -0.337739 -1.819743 -0.02 0.00 0.01
C 5.028983 -0.977446 -0.882126 0.02 0.01 -0.02
C 3.849374 -0.407465 -0.419957 -0.03 0.03 0.02
C 3.017821 -1.089215 0.628564 -0.02 -0.01 0.00
C 3.448971 0.852730 -0.917720 0.08 -0.02 -0.02
N 2.338636 1.504235 -0.419801 -0.09 -0.14 0.11
C 1.108028 1.122524 -0.674668 0.18 0.14 -0.15
C 0.853701 0.093697 -1.756273 -0.05 -0.08 0.05
C -1.385011 1.358749 -0.313863 0.12 0.10 0.12
C -2.330488 2.467618 -0.747107 0.02 0.05 -0.03
N -1.833807 0.142123 -0.221942 0.02 -0.09 -0.17
C -3.181860 -0.154547 -0.582133 -0.02 0.06 0.11
C -3.482144 -0.645025 -1.858495 0.06 -0.09 0.01
C -2.377946 -0.875899 -2.846573 -0.03 0.04 -0.04
C -4.796525 -0.976564 -2.164763 0.01 0.02 0.00
C -5.811373 -0.824626 -1.232898 0.00 0.01 0.00
C -5.502273 -0.331320 0.026496 -0.03 0.07 0.00
C -4.201932 0.016369 0.367376 -0.02 0.00 -0.13
C -3.876648 0.544934 1.730414 0.08 -0.14 0.05
H 4.575973 3.255077 -3.073495 0.00 0.00 0.00
H 3.737259 3.562733 -1.534262 0.01 0.00 -0.01
H 2.870846 2.806958 -2.848697 0.00 0.00 0.00
H 6.058993 1.425083 -3.026594 0.00 0.00 0.00
H 6.745830 -0.802162 -2.169261 0.00 0.00 0.00
H 5.324303 -1.946902 -0.492757 0.00 0.00 0.00
H 3.523858 -1.979626 1.006018 0.00 0.01 0.01
H 2.032303 -1.395855 0.266134 -0.02 0.01 -0.01
H 2.824416 -0.404847 1.458991 -0.01 -0.01 -0.01
H 1.784489 -0.187076 -2.248370 -0.01 -0.01 0.01
H 0.177939 0.508976 -2.505838 -0.02 0.01 0.01
H 0.377017 -0.800985 -1.341535 0.02 -0.01 0.01
H -2.033835 3.412995 -0.298962 0.02 0.00 -0.02
H -3.376549 2.266189 -0.516711 0.02 0.03 -0.03
H -2.234720 2.584006 -1.831722 -0.05 -0.04 -0.02
H -1.608233 -1.504733 -2.391838 0.01 -0.01 0.04
H -1.896347 0.059863 -3.138186 0.00 0.00 0.00
H -2.760311 -1.361072 -3.746521 -0.01 0.00 -0.01
H -5.018234 -1.374499 -3.150031 0.00 0.00 0.00
H -6.831700 -1.091398 -1.483287 0.00 -0.01 0.01
H -6.285588 -0.207097 0.767377 0.00 -0.01 0.00
H -4.776018 0.595500 2.347851 0.04 -0.02 0.02
H -3.433531 1.541173 1.679379 -0.04 0.02 0.00
H -3.132809 -0.110813 2.197950 -0.01 0.04 0.02
N 1.082474 -8.141194 3.504736 0.00 -0.01 0.01
C 0.755483 -7.133163 3.044391 0.00 0.02 -0.01
C 0.347257 -5.890267 2.472218 0.00 -0.01 0.01
C -0.583752 -5.857112 1.426045 -0.01 0.02 -0.01
C -0.979422 -4.650869 0.882612 0.01 -0.02 -0.01
C -0.489952 -3.390382 1.323067 -0.04 0.10 0.02
C 0.452390 -3.481099 2.384490 0.01 -0.03 0.00
C 0.861094 -4.675566 2.944326 0.00 0.00 0.00
H -0.990281 -6.791047 1.051267 0.00 0.00 0.00
H -1.704666 -4.665739 0.077416 0.00 0.00 0.00
H 0.871352 -2.562310 2.778250 0.01 0.01 -0.01
H 1.583046 -4.686684 3.754450 0.00 0.00 0.00
C -0.001699 1.765239 -0.068991 -0.27 0.01 0.03
C 0.162779 2.909027 0.830202 0.04 -0.01 0.05
C -0.739168 3.093015 1.896107 0.03 -0.02 -0.03
C -0.672931 4.187083 2.744495 0.01 0.03 0.00
C 0.323519 5.141397 2.586448 -0.02 -0.01 0.01
C 1.249743 4.964346 1.562513 0.00 -0.01 -0.03
C 1.178259 3.877366 0.707337 -0.02 0.04 0.02
H -1.488094 2.329238 2.069805 0.00 0.01 0.01
H -1.392155 4.279961 3.551779 0.00 0.00 0.00
H 0.389671 5.992310 3.254931 0.00 0.00 0.00
H 2.044623 5.691040 1.425779 0.00 0.00 0.00
H 1.913167 3.752848 -0.073002 -0.02 0.01 0.02
```
Forces are in eV/Å.

Computed properties:
lowest unoccupied orbital energy = 4.65 eV
ΔE to the lowest compared entry with this formula, charge and spin = 0.0 kcal per mole
DFT total energy = -1599.0019 a.u.
largest force on an atom = 0.269 eV/Å
2S+1 = 1
total charge = -2
highest occupied orbital energy = -0.69 eV

Mulliken atomic charge list, values in e, 6 entries: -0.434, -1.209, 1.085, -0.746, -0.729, -0.765


This record from the Open Molecules 2025 dataset describes a structure of composition C34H34As2N3O15Zr. The level of theory is the ωB97M-V functional and the def2-TZVPD basis.

```
89
Properties=species:S:1:pos:R:3:forces:R:3
Zr 1.841009 0.438592 0.777373 0.58 0.55 0.41
O 0.860796 3.401940 3.272138 -0.01 0.00 0.00
C 1.668269 2.935980 2.501281 0.04 0.09 0.10
N 2.509668 1.891125 2.752945 -0.25 -0.18 -0.54
C 2.384647 0.713009 3.294381 0.06 -0.02 0.21
O 1.504406 -0.118768 2.827869 0.15 -0.09 0.03
C 3.392984 0.196786 4.260153 -0.09 0.03 0.07
C 3.177985 -1.022785 4.887860 0.03 -0.01 -0.02
C 4.137317 -1.467774 5.786425 0.00 0.00 0.00
C 5.257984 -0.685880 5.997660 -0.01 -0.01 0.00
C 5.373359 0.522170 5.314632 0.00 0.02 -0.01
N 4.457277 0.967669 4.467958 0.00 0.01 0.03
C 1.890548 3.518701 1.128542 -0.09 0.02 0.02
C 1.720747 4.857914 0.860289 0.06 0.00 -0.02
C 1.938467 5.295269 -0.439497 0.00 0.00 0.00
C 2.290853 4.378890 -1.417841 0.00 0.00 0.00
C 2.396317 3.042311 -1.079235 0.01 0.01 0.00
N 2.202146 2.624215 0.176786 -0.11 -0.01 -0.08
H 2.281833 -1.591468 4.681867 0.00 0.00 0.00
H 4.008828 -2.405297 6.310536 0.00 0.00 0.00
H 6.034523 -0.994868 6.683476 0.00 0.00 0.00
H 6.239330 1.156631 5.460087 0.00 0.00 0.00
H 1.434501 5.524973 1.660524 0.01 0.00 0.00
H 1.830543 6.342539 -0.687687 0.00 0.00 0.00
H 2.464793 4.685457 -2.438804 0.00 0.00 0.00
H 2.629622 2.280316 -1.812402 0.00 0.00 0.00
O 5.848906 -0.711046 0.388787 0.00 0.00 -0.01
C 4.666924 -0.862698 0.399413 -0.04 -0.01 -0.08
O 3.788237 0.109651 0.701885 -0.07 -0.18 0.16
C 3.968391 -2.189765 0.135657 0.01 -0.01 -0.02
C 3.016940 -2.514877 1.304306 -0.01 0.00 0.01
C 2.641722 -3.987413 1.306467 0.00 0.00 -0.01
C 1.723121 -4.077606 0.063791 0.00 0.00 0.00
C 1.669988 -2.629702 -0.406941 -0.02 0.00 0.00
O 1.768372 -1.882359 0.851260 -0.09 -0.01 -0.03
C 2.970928 -2.192242 -1.083071 -0.01 0.00 -0.01
C 2.778386 -0.823796 -1.733516 -0.11 -0.01 -0.04
O 3.420917 -0.437117 -2.666066 0.01 -0.01 0.00
O 1.790608 -0.097817 -1.175077 0.01 0.12 0.07
H 4.735586 -2.950644 0.018090 0.00 0.00 0.00
H 3.297530 -2.091603 2.264892 0.00 0.00 0.00
H 2.103768 -4.242868 2.217246 0.00 0.00 0.00
H 3.524019 -4.620811 1.239670 0.00 0.00 0.00
H 0.727544 -4.426725 0.331220 0.00 0.00 0.00
H 2.117397 -4.729758 -0.714204 0.00 0.00 0.00
H 0.756055 -2.335761 -0.914788 0.00 0.00 0.00
H 3.311267 -2.876179 -1.857529 0.00 -0.01 0.00
C -3.694893 0.598013 -5.017135 -0.03 -0.02 -0.08
O -2.877771 1.753386 -4.784144 -0.09 0.01 -0.04
C -2.688257 2.220256 -3.551147 0.30 -0.30 -0.10
O -2.170060 3.286684 -3.367128 -0.11 0.17 0.05
C -2.817180 1.262356 -2.385022 -0.10 0.10 0.09
C -3.955420 1.095253 -1.711354 -0.10 -0.22 -0.03
As -4.329221 0.101432 -0.001864 0.08 0.02 -0.01
C -5.674986 -1.163856 -0.648602 -0.02 0.03 0.01
C -2.668637 -0.851855 -0.464783 -0.04 -0.02 -0.02
C -1.508860 -0.176492 -0.281449 -0.07 0.04 0.01
As -0.924302 0.780097 -1.926715 0.01 0.04 0.00
C -0.583566 -0.518327 -3.347178 -0.03 0.01 0.00
C -1.236559 0.630278 0.919557 -0.10 0.07 -0.09
O -0.183129 1.310474 0.989684 0.12 -0.36 -0.12
O -2.029806 0.533544 1.936816 0.00 -0.01 0.01
C -1.678229 1.275736 3.141652 0.00 -0.01 -0.01
C -2.712859 -1.927306 -1.512711 0.05 0.02 -0.02
O -3.466628 -1.969922 -2.447402 -0.01 -0.01 0.00
O -1.801885 -2.865606 -1.219329 -0.03 -0.04 0.03
C -1.779890 -4.041122 -2.056399 0.02 0.02 0.00
C -5.181590 1.801114 -2.203584 0.22 0.51 0.32
O -5.291232 2.341222 -3.271210 -0.10 -0.12 -0.09
O -6.115800 1.849363 -1.244610 -0.05 -0.18 -0.08
C -7.311710 2.578453 -1.581700 -0.01 -0.01 0.00
H -4.733524 0.909473 -5.098954 0.04 -0.02 -0.02
H -3.592043 -0.143979 -4.226127 0.02 -0.01 0.00
H -3.355521 0.180781 -5.960801 0.01 0.00 0.00
H -6.640451 -0.790433 -0.316064 -0.01 0.00 0.00
H -5.493389 -2.129532 -0.176439 0.00 0.00 -0.01
H -5.660526 -1.278058 -1.727226 0.00 -0.01 0.00
H -1.265148 -1.360778 -3.391255 -0.02 0.00 -0.01
H 0.448169 -0.847405 -3.247689 -0.02 0.00 0.00
H -0.669501 0.050889 -4.274171 0.00 0.00 -0.01
H -2.518755 1.127229 3.808813 0.00 0.00 0.00
H -1.537557 2.325447 2.901376 0.00 0.00 0.00
H -0.762593 0.865047 3.557214 0.00 0.00 0.00
H -0.883303 -4.002566 -2.672983 -0.01 0.00 -0.02
H -2.663211 -4.078075 -2.686514 0.00 -0.01 0.00
H -1.742156 -4.900460 -1.392956 0.01 0.01 0.01
H -7.935027 2.544264 -0.694770 0.00 0.00 0.00
H -7.808872 2.104352 -2.425040 -0.01 0.01 0.00
H -7.059480 3.604117 -1.839466 0.01 0.00 0.00
```
Forces are in eV/Å.

Computed properties:
lowest unoccupied orbital energy = -4.17 eV
ΔE to the lowest compared entry with this formula, charge and spin = 67.9 kcal per mole
DFT total energy = -7127.4441 a.u.
largest force on an atom = 0.899 eV/Å
2S+1 = 1
total charge = +1
highest occupied orbital energy = -11.40 eV

Mulliken atomic charge list, values in e, 6 entries: 0.598, -0.637, 0.317, -0.124, 1.389, -0.578


This record from the Open Molecules 2025 dataset describes a structure of composition C34H34AsAuN3S. The level of theory is the ωB97M-V functional and the def2-TZVPD basis.

```
74
Properties=species:S:1:pos:R:3:forces:R:3
Au -0.022564 0.509877 -0.101247 -0.36 0.32 0.23
C 3.240229 1.160874 -1.605152 0.03 0.03 0.01
N 3.025016 0.971875 -0.174434 -0.11 -0.13 0.02
C 3.936305 -0.005140 0.393114 0.00 0.03 -0.01
C 2.826360 2.152125 0.568693 0.08 0.11 -0.07
C 3.737156 2.594288 1.522365 -0.02 -0.01 -0.05
C 3.500719 3.744981 2.260557 0.03 0.01 0.03
C 2.343137 4.480748 2.063800 -0.01 0.03 0.01
C 1.419571 4.052668 1.128151 -0.05 -0.07 0.05
C 1.642287 2.898538 0.375631 -0.01 0.00 -0.05
N 0.648559 2.386586 -0.481272 0.14 -0.16 0.03
C -0.140310 3.265101 -1.221654 -0.03 0.00 0.03
C 0.384984 4.472420 -1.710151 -0.04 0.06 0.03
C -0.338006 5.241961 -2.597685 0.03 -0.03 0.02
C -1.602317 4.839414 -3.013909 -0.02 0.03 -0.02
C -2.131268 3.653717 -2.540625 -0.01 -0.07 -0.02
C -1.414574 2.867741 -1.645567 0.06 0.13 -0.02
N -1.947036 1.647314 -1.107213 0.24 -0.21 -0.24
C -2.697439 1.891271 0.141665 0.00 -0.07 0.06
C -2.764846 0.884776 -2.059682 -0.07 -0.01 0.01
H 4.261725 1.502851 -1.816257 0.00 0.00 -0.01
H 2.538339 1.888329 -2.005673 0.00 -0.01 0.01
H 3.084230 0.213907 -2.126193 0.01 0.00 -0.01
H 4.993208 0.276599 0.291220 0.00 0.00 0.01
H 3.798340 -0.955615 -0.125470 0.01 0.00 -0.01
H 3.708716 -0.155973 1.447837 0.00 0.00 0.00
H 4.649149 2.038351 1.687781 0.00 0.00 0.00
H 4.230368 4.067580 2.991605 0.00 -0.01 0.00
H 2.151301 5.370501 2.647704 0.00 0.00 -0.01
H 0.489568 4.591181 0.995635 0.01 0.01 0.00
H 1.382947 4.770499 -1.421292 -0.01 0.01 0.02
H 0.093179 6.157291 -2.980182 0.00 0.00 0.00
H -2.172882 5.449749 -3.700233 0.00 0.00 0.01
H -3.117374 3.344780 -2.859288 0.00 0.01 -0.01
H -3.553623 2.542970 -0.056322 -0.01 -0.01 -0.02
H -2.052277 2.362179 0.881355 -0.01 0.04 -0.02
H -3.051871 0.940202 0.540520 0.01 0.00 0.00
H -3.722753 1.373503 -2.259814 0.00 0.01 0.01
H -2.973733 -0.093509 -1.632243 -0.01 0.01 0.01
H -2.221512 0.763470 -2.994351 0.01 0.01 0.00
S 0.223155 0.644863 2.237772 0.18 -0.03 -0.03
C 0.333593 -1.015823 2.825790 0.03 0.00 -0.03
C 0.708710 -1.205234 4.157308 0.01 -0.02 0.03
C 0.829717 -2.486060 4.668208 0.00 0.02 0.00
C 0.592841 -3.599972 3.869616 0.00 0.00 -0.01
C 0.218102 -3.419777 2.550550 -0.03 0.01 0.01
C 0.079692 -2.133220 2.037530 0.02 -0.07 0.01
As -0.493772 -1.817243 0.241286 -0.13 0.01 0.07
C -2.375273 -2.203326 0.229839 0.00 -0.06 0.02
C -3.106463 -2.022589 1.399864 -0.01 0.03 -0.02
C -4.479904 -2.219640 1.386774 -0.01 -0.01 -0.01
C -5.117696 -2.599431 0.213213 0.01 0.00 0.01
C -4.385202 -2.785073 -0.951820 0.00 0.00 0.00
C -3.012450 -2.582557 -0.948173 -0.01 -0.02 0.00
C 0.341769 -3.129883 -0.872733 0.05 0.06 -0.06
C -0.169093 -4.420665 -0.968560 0.01 0.00 0.00
C 0.501369 -5.363412 -1.734086 0.00 0.01 0.00
C 1.670386 -5.017525 -2.398667 0.00 0.00 0.00
C 2.174764 -3.727622 -2.305394 0.00 0.00 0.00
C 1.509528 -2.779954 -1.542726 -0.02 0.01 -0.01
H 0.914385 -0.347275 4.784886 0.00 0.00 -0.01
H 1.125463 -2.616996 5.700882 0.00 0.00 0.00
H 0.705024 -4.596693 4.273105 0.00 0.00 0.00
H 0.037397 -4.278801 1.915246 0.00 0.00 0.00
H -2.608686 -1.733176 2.318202 0.01 0.00 0.00
H -5.050857 -2.083222 2.295544 0.00 0.00 0.00
H -6.187907 -2.758146 0.207838 0.00 0.00 0.00
H -4.881933 -3.089392 -1.863693 0.00 0.00 0.00
H -2.443509 -2.729406 -1.859284 0.01 0.00 0.00
H -1.085982 -4.690916 -0.458751 0.00 0.00 0.00
H 0.108916 -6.368397 -1.813189 0.00 0.00 0.00
H 2.188005 -5.756158 -2.996013 0.00 0.00 0.00
H 3.082299 -3.459662 -2.829914 0.00 0.00 0.00
H 1.892631 -1.767562 -1.472176 0.01 0.00 0.01
```
Forces are in eV/Å.

Computed properties:
lowest unoccupied orbital energy (spin up / spin down) = -4.90 / -4.89 eV
ΔE to the lowest compared entry with this formula, charge and spin = 3.3 kcal per mole
DFT total energy = -4249.6834 a.u.
largest force on an atom = 0.539 eV/Å
2S+1 = 1
total charge = +1
highest occupied orbital energy (spin up / spin down) = -9.92 / -9.92 eV

Mulliken atomic charge list, values in e, 6 entries: 0.419, -0.836, 0.995, -1.274, -0.286, -0.171